The following is a quantum chemistry calculation of a single C5H8O2 molecule, from the OMol25 dataset.

Cartesian coordinates (Å):
1 O 0.14925 -1.45899 -1.93845
2 C 0.31159 -1.86327 -0.81226
3 C -0.12254 -1.10854 0.41988
4 C -0.42418 0.35539 0.16336
5 O -1.72908 0.60945 -0.27318
6 C 0.16740 1.39178 1.06446
7 C 0.65670 1.25361 -0.35671
8 H 0.80392 -2.84523 -0.63033
9 H 0.63370 -1.23897 1.20253
10 H -1.03537 -1.59180 0.79771
11 H -1.76344 0.33562 -1.20035
12 H 0.82191 1.06090 1.86579
13 H -0.45232 2.24946 1.30325
14 H 0.34096 2.01523 -1.06453
15 H 1.64149 0.83536 -0.54117

HOMO in eV: -9.86
LUMO in hartree: 0.03367
Max |F| in eV/Å: 0.4
SMILES string: O=CCC1(O)CC1

---

The following is a quantum chemistry calculation of 2 unconnected molecules or ions with the total composition C4H7NO2, from the OMol25 dataset.

Cartesian coordinates (Å):
1 N 3.25627 1.20508 0.73164
2 C 2.66043 0.65746 -0.16085
3 C 2.13054 -0.05294 -1.11167
4 O 1.41829 -1.31290 -1.20452
5 H 2.98321 2.08036 1.14314
6 H 2.38419 0.21036 -2.17458
7 H 1.06840 -1.51042 -0.34955
8 C -2.74975 -0.55361 0.72058
9 C -1.76444 0.38924 0.07478
10 O -0.61390 0.40351 0.29884
11 H -3.77182 -0.38984 0.66013
12 H -2.44064 -1.57464 0.20580
13 H -2.41325 -0.62154 1.77374
14 H -2.14752 1.06987 -0.60748

HOMO in eV: -8.00
LUMO in hartree: 0.02960
Max |F| in eV/Å: 4.6
SMILES string: N=C=CO.CC=O

---

The following is a quantum chemistry calculation of a molecular structure, ClPt, from the OMol25 dataset.

Cartesian coordinates (Å):
1 Pt 9.91086 2.40101 -3.68422
2 Cl 11.26498 0.28253 -3.51063

HOMO (spin up / spin down) in eV: -17.76 / -17.23
LUMO (spin up / spin down) in hartree: -0.32090 / -0.37944
2S+1: 3
Max |F| in eV/Å: 3.8
Total charge: +1

---

The following is a quantum chemistry calculation of 6 unconnected molecules or ions with the total composition C20H56N4O8, from the OMol25 dataset.

Cartesian coordinates (Å):
1 C 9.53010 13.66864 12.79595
2 O 8.47808 12.89450 13.43277
3 C 7.15323 13.50580 13.28665
4 C 6.17281 12.71570 14.09258
5 C 5.88780 11.33647 13.47755
6 N 4.83183 13.48129 14.02034
7 H 9.92227 14.44228 13.52763
8 H 9.15014 14.09566 11.84668
9 H 10.36297 12.97381 12.69380
10 H 7.34865 14.46734 13.63367
11 H 6.79834 13.37783 12.30058
12 H 6.55715 12.54412 15.11412
13 H 5.38015 11.41533 12.52636
14 H 5.25493 10.73046 14.11534
15 H 6.85020 10.93166 13.33500
16 H 4.86705 14.28914 14.68238
17 H 4.72231 13.94714 13.13223
18 C 2.93195 8.38913 14.24623
19 O 3.13942 7.43304 15.17898
20 C 4.25095 7.71230 15.95245
21 C 4.84482 6.44045 16.55257
22 C 3.84383 5.72966 17.46671
23 N 6.07443 6.91747 17.25222
24 H 3.83179 8.58283 13.63539
25 H 2.69750 9.38814 14.66817
26 H 2.07801 8.08794 13.63874
27 H 5.07112 8.23648 15.36879
28 H 3.98491 8.48841 16.73802
29 H 5.00524 5.73018 15.74147
30 H 2.89705 5.42593 16.92029
31 H 3.58748 6.43536 18.25191
32 H 4.34879 4.87339 17.83188
33 H 5.70484 7.38829 18.10027
34 H 6.55204 6.10291 17.63120
35 C 6.31729 16.35835 16.14763
36 O 5.07025 15.70623 16.39499
37 C 4.37251 16.19734 17.57448
38 C 3.03632 15.51831 17.61903
39 C 2.13647 16.07877 16.54020
40 N 2.42966 15.63352 18.96842
41 H 6.89328 16.38547 17.11627
42 H 6.08281 17.41678 15.93625
43 H 6.86121 15.89351 15.38660
44 H 4.99651 15.84201 18.46135
45 H 4.28649 17.29567 17.63554
46 H 3.25864 14.48690 17.28719
47 H 2.64936 16.18807 15.58884
48 H 1.77293 17.12024 16.76876
49 H 1.30395 15.39909 16.36857
50 H 3.09770 15.37975 19.70263
51 H 2.21451 16.61348 19.07307
52 C 8.28014 13.55609 17.80526
53 O 8.00526 12.32592 17.14065
54 C 9.25219 11.94304 16.58601
55 C 9.13647 10.66351 15.89621
56 C 8.83969 9.53840 16.92705
57 N 10.43279 10.54039 15.23182
58 H 9.12395 13.33795 18.47119
59 H 7.39673 13.78358 18.40068
60 H 8.48999 14.42519 17.13226
61 H 9.61451 12.72886 15.88945
62 H 10.08255 11.86249 17.33840
63 H 8.39315 10.75123 15.14768
64 H 8.96459 8.57947 16.37138
65 H 7.81890 9.65862 17.22234
66 H 9.57110 9.46854 17.74252
67 H 10.48067 10.88881 14.29904
68 H 10.70412 9.57287 15.14056
69 O 2.65288 11.88600 15.18015
70 C 2.81976 11.59969 16.56793
71 C 4.23046 11.40479 17.09234
72 O 4.94504 12.59600 17.26583
73 H 3.44763 12.28586 14.76076
74 H 2.32069 12.35500 17.16674
75 H 2.29616 10.66531 16.76012
76 H 4.77338 10.70871 16.41464
77 H 4.24231 10.81795 17.99311
78 H 5.88357 12.36004 17.27762
79 O 1.56615 10.90153 12.94532
80 C 0.25919 10.57191 13.12149
81 C -0.66327 11.70129 12.87871
82 O -0.12334 12.86158 13.48932
83 H 1.93527 11.07670 13.84530
84 H 0.05056 9.75202 12.46315
85 H 0.00565 10.11264 14.12831
86 H -1.66033 11.46514 13.23072
87 H -0.70672 11.89656 11.77837
88 H 0.82764 12.76458 13.66276

HOMO in eV: -9.32
LUMO in hartree: 0.02030
Max |F| in eV/Å: 3.9
SMILES string: COC[C@H](C)N.COC[C@H](C)N.COC[C@H](C)N.COC[C@H](C)N.OCCO.OCCO

---

The following is a quantum chemistry calculation of 2 unconnected molecules or ions with the total composition C9H14S, from the OMol25 dataset.

Cartesian coordinates (Å):
1 C -2.45882 -0.31721 -0.29894
2 C -1.73023 1.58560 1.06694
3 C -1.45421 0.36128 0.53021
4 C -0.78712 2.26016 1.87043
5 C 0.45920 1.59501 2.10680
6 C -0.20764 -0.29227 0.82618
7 C 0.78264 0.36470 1.62022
8 H -2.66165 2.10956 0.87656
9 H -1.00427 3.20224 2.44503
10 H -3.49776 0.04007 -0.05002
11 H -2.47887 -1.48324 -0.09116
12 H 1.21537 2.06159 2.75566
13 H -0.12774 -1.15936 0.19813
14 H 1.72424 -0.11882 1.85057
15 H -2.42790 -0.30952 -1.39638
16 C 2.72561 -0.51391 -0.95738
17 C 0.52485 -1.78370 -2.35725
18 S 2.02066 -2.11436 -1.25602
19 H 3.33330 -0.47728 -0.00741
20 H 3.46146 -0.07061 -1.60382
21 H 2.15383 0.34461 -0.55058
22 H -0.05422 -2.57981 -2.01652
23 H 0.57867 -1.79016 -3.45019
24 H -0.08941 -0.91459 -2.11107

HOMO (spin up / spin down) in eV: 0.78 / -3.54
LUMO (spin up / spin down) in hartree: 0.11521 / 0.11275
2S+1: 2
Max |F| in eV/Å: 3.5
Total charge: -1

---

The following is a quantum chemistry calculation of a single C15H22N2O4 molecule, from the OMol25 dataset.

Cartesian coordinates (Å):
1 C -1.14351 -3.40118 -0.58249
2 C 0.28620 -3.90582 -0.42106
3 C 1.27665 -2.83940 0.05846
4 C 2.65805 -3.45321 0.26944
5 C 1.37441 -1.61114 -0.88536
6 N 0.31242 -0.66267 -0.64400
7 C 0.48890 0.35967 0.24815
8 O 1.45560 0.41981 0.97682
9 N -0.55730 1.25250 0.23340
10 C -0.76043 2.37142 1.04135
11 C 0.12639 2.75367 2.04551
12 C -0.15401 3.87479 2.79959
13 C -1.29430 4.63224 2.58447
14 C -2.18037 4.25365 1.58282
15 O -3.33586 4.90883 1.26707
16 C -3.67102 6.06184 1.99866
17 C -1.90659 3.12383 0.81804
18 C 1.33332 -1.99246 -2.35255
19 O 0.43532 -1.68236 -3.09654
20 O 2.39544 -2.69739 -2.72855
21 C 2.42339 -3.11454 -4.08867
22 H -1.45639 -2.85509 0.30438
23 H -1.23307 -2.74765 -1.44528
24 H -1.82061 -4.24066 -0.72620
25 H 0.63341 -4.32863 -1.36692
26 H 0.29182 -4.71366 0.31489
27 H 0.92420 -2.44183 1.01569
28 H 2.59106 -4.30139 0.94664
29 H 3.33401 -2.72111 0.70363
30 H 3.07392 -3.79509 -0.67476
31 H 2.33123 -1.11538 -0.67300
32 H -0.37370 -0.59908 -1.38283
33 H -1.29444 1.08049 -0.43529
34 H 1.01556 2.17407 2.22122
35 H 0.53216 4.17115 3.57899
36 H -1.47704 5.50148 3.19531
37 H -4.61352 6.41267 1.58076
38 H -2.91319 6.84421 1.88690
39 H -3.80843 5.83869 3.06179
40 H -2.61002 2.84882 0.04616
41 H 3.33958 -3.68564 -4.21235
42 H 2.41939 -2.24655 -4.75042
43 H 1.55137 -3.73187 -4.31385

HOMO in eV: -8.16
LUMO in hartree: 0.02606
Max |F| in eV/Å: 0.5
SMILES string: CC[C@@H](C)[C@H](NC(=O)Nc1cccc(OC)c1)C(=O)OC

---

Q: The lowest max |F| belongs to which entry?
A: C5H8O2

---

Q: Which formula does entry 6 have?
A: C15H22N2O4